DFT (ωB97M-V/def2-TZVPD) results for a molecular structure, C33H47N5SiTcTe.

2S+1: 4
Total charge: +2
<S²>: 3.80
Orbital gap (alpha / beta) in eV: 7.51 / 6.05
E_HOMO (alpha / beta) in Ha: -0.474 / -0.476

Last column: Mulliken spin population.
Positions of all 88 atoms, in Å:
Tc -0.4858 -0.2907 0.5953  2.84
N -2.5645 0.4400 0.9654  -0.03
C -2.8230 1.0838 2.2853  0.00
C -2.6400 0.0445 3.3629  0.00
N -1.2836 -0.5086 3.2808  0.03
C -0.3435 0.2338 4.1299  0.00
C 1.0356 0.2697 3.5200  -0.01
N 0.9411 0.9484 2.2150  0.03
C -1.2550 -1.9456 3.5493  -0.01
C -1.8186 -2.6960 2.3667  0.01
N -1.0245 -2.3874 1.1511  -0.02
H -2.8318 1.0577 0.2001  0.00
H -3.1929 -0.3564 0.8663  0.00
H -3.8288 1.5037 2.3210  0.00
H -2.1117 1.8998 2.4091  0.00
H -3.3704 -0.7517 3.2072  0.00
H -2.8533 0.4670 4.3490  0.00
H -0.3053 -0.1790 5.1440  0.00
H -0.7033 1.2625 4.2232  0.00
H 1.4247 -0.7359 3.3535  0.00
H 1.7179 0.7786 4.2029  0.00
H 1.8693 1.0535 1.8171  0.01
H 0.5894 1.8932 2.3582  -0.01
H -1.8032 -2.2070 4.4615  0.00
H -0.2159 -2.2483 3.6978  0.00
H -2.8562 -2.4242 2.1748  0.00
H -1.8020 -3.7684 2.5591  0.00
H -1.4803 -2.7934 0.3305  -0.02
H -0.1421 -2.8913 1.2282  0.01
C 7.4118 0.0746 -2.4188  0.00
C 6.0659 -0.2691 -1.8375  0.02
C 5.9372 -1.2060 -0.8206  -0.01
C 4.7059 -1.5574 -0.2811  -0.01
C 4.6649 -2.5918 0.8174  0.02
C 3.5588 -0.9309 -0.7969  -0.02
Te 1.7574 -1.6402 0.0627  0.36
C 3.6494 0.0124 -1.8291  0.01
C 2.4725 0.6730 -2.4892  -0.02
C 4.9118 0.3300 -2.3190  0.00
H 8.2164 -0.4448 -1.9010  0.00
H 7.6016 1.1477 -2.3588  0.00
H 7.4534 -0.2026 -3.4738  0.00
H 6.8291 -1.6829 -0.4273  0.00
H 5.6750 -2.8382 1.1410  0.00
H 4.1930 -3.5172 0.4758  0.00
H 4.1144 -2.2412 1.6933  0.00
H 1.5437 0.3831 -2.0176  0.00
H 2.3957 0.3636 -3.5334  0.00
H 2.5747 1.7626 -2.4847  0.00
H 4.9873 1.0599 -3.1201  0.00
N 0.0273 1.6644 -0.3669  -0.04
C -0.0985 2.9769 0.2564  0.01
C 1.0510 3.7117 0.5056  -0.01
C 0.9535 4.9718 1.0809  0.00
C -0.2912 5.4979 1.3990  0.00
C -1.4389 4.7653 1.1253  0.00
C -1.3456 3.5049 0.5495  -0.01
H 1.0044 1.5294 -0.6035  0.00
H -0.4702 1.6907 -1.2597  0.00
H 2.0262 3.3073 0.2469  0.00
H 1.8517 5.5467 1.2659  0.00
H -0.3684 6.4844 1.8375  0.00
H -2.4134 5.1789 1.3507  0.00
H -2.2496 2.9751 0.2709  0.00
C -2.9889 -5.1787 -1.9115  0.00
C -1.7047 -4.9140 -2.3677  0.01
C -1.1863 -3.6278 -2.2820  0.02
C -1.9425 -2.5824 -1.7382  -0.02
C -3.2279 -2.8781 -1.2568  -0.01
C -3.7492 -4.1626 -1.3441  0.00
Si -1.1980 -0.8743 -1.7440  -0.11
C -2.3278 0.5008 -2.3348  -0.01
C -1.7590 1.5088 -3.1261  -0.01
C -2.4994 2.6090 -3.5459  0.00
C -3.8380 2.7152 -3.1979  -0.01
C -4.4357 1.7143 -2.4391  0.00
C -3.6882 0.6241 -2.0110  -0.01
H -3.4029 -6.1747 -2.0056  0.00
H -1.1083 -5.7097 -2.7973  0.00
H -0.1828 -3.4349 -2.6481  -0.01
H -3.8434 -2.1022 -0.8093  0.00
H -4.7476 -4.3704 -0.9793  0.00
H -0.1037 -0.8784 -2.7299  0.00
H -0.7259 1.4179 -3.4562  0.00
H -2.0359 3.3717 -4.1597  0.00
H -4.4220 3.5611 -3.5372  0.00
H -5.4893 1.7773 -2.1943  0.00
H -4.1937 -0.1543 -1.4485  0.00

Forces on the atoms, in the same order (eV/Å):
0.7717 -0.1804 0.4340
0.0371 0.0375 0.0451
0.0050 -0.0448 -0.0971
-0.0031 -0.0941 -0.0068
-0.0071 0.0532 0.0387
-0.0774 -0.0020 0.0563
0.0492 0.0225 -0.0865
-0.2101 0.0380 0.1382
0.0352 0.0400 -0.0359
0.0160 -0.0341 -0.0667
0.0549 0.1756 0.0794
-0.0114 -0.0168 -0.0166
-0.0457 0.0155 0.0137
-0.0341 0.0173 -0.0324
-0.0015 0.0045 -0.0259
0.0020 0.0010 0.0591
0.0248 0.0194 0.0108
-0.0316 -0.0166 -0.0036
-0.0116 -0.0168 0.0172
0.0113 -0.0232 -0.0165
0.0419 0.0318 -0.0138
0.0139 -0.0435 -0.0383
0.0982 0.0221 0.0357
-0.0115 0.0001 0.0193
-0.0018 0.0008 0.0271
-0.0154 -0.0175 -0.0307
-0.0149 -0.0434 -0.0312
-0.0444 -0.0452 0.0307
-0.0019 -0.0719 0.0323
-0.0800 0.0080 0.0241
0.1454 0.0138 -0.0394
0.0482 -0.0649 0.0770
0.0324 0.0402 0.0528
0.0445 0.0186 -0.0559
0.0093 0.2719 -0.0224
-0.3992 -0.0683 -0.1630
0.1268 -0.0710 0.0506
0.1371 0.0277 -0.0644
-0.0630 0.0304 -0.0395
-0.0320 0.0112 -0.0025
-0.0153 -0.0303 0.0113
-0.0040 -0.0032 0.0277
-0.0496 0.0124 -0.0235
-0.0274 0.0056 -0.0295
0.0022 0.0329 0.0180
0.0339 0.0008 -0.0107
-0.2205 -0.0943 0.0461
0.0161 0.0143 0.0093
-0.0245 -0.0515 0.0210
-0.0051 -0.0364 0.0253
-0.2766 -0.0606 -0.0051
0.0507 -0.0632 -0.0567
0.0769 -0.0069 0.1315
-0.0124 0.0062 0.0047
-0.0086 -0.0157 -0.0063
0.0314 0.0003 0.0231
-0.0732 0.0578 -0.1646
0.1352 0.0234 -0.1161
-0.0246 0.0806 -0.0079
-0.0402 0.0254 -0.0112
-0.0238 -0.0202 0.0033
0.0040 -0.0474 -0.0058
0.0185 0.0088 -0.0363
0.0505 0.0630 0.0119
-0.0107 0.0134 -0.0096
0.0115 -0.0117 0.0243
-0.0215 -0.0228 0.0494
-0.2126 -0.0945 -0.1798
0.0760 -0.0714 0.0298
0.0475 0.0388 0.0273
-0.0982 0.0273 -0.0177
-0.1670 0.0424 -0.0425
-0.0090 0.0194 -0.0074
-0.0047 0.0100 0.0171
-0.0024 -0.0233 0.0078
0.0408 0.0026 0.0086
0.0437 0.0889 -0.0186
0.0291 0.0214 0.0405
-0.0319 0.0455 -0.0049
-0.0528 0.0002 -0.0258
-0.0028 -0.0255 -0.0679
0.0265 0.0134 -0.0327
0.1107 0.0220 0.0165
-0.0391 -0.0028 0.0038
-0.0184 -0.0393 0.0117
0.0155 -0.0219 0.0178
0.0373 -0.0072 -0.0182
0.0116 0.0263 -0.0423

DFT (ωB97M-V/def2-TZVPD) results for 8 unconnected molecules or ions with the total composition C4H24NO8S.

2S+1: 1
Total charge: -1
Orbital gap in eV: 6.90
E_HOMO in Ha: -0.151

Last column: Löwdin charge in e.
Positions of all 38 atoms, in Å:
C -1.7870 2.3498 1.1116  -0.14
N -1.3433 1.3661 0.1167  -0.14
C -0.1331 0.6580 0.6255  -0.39
C 0.0234 -0.6561 -0.0925  -0.65
S 1.3229 -1.8482 0.4879  0.38
C 1.1190 1.6051 0.4150  -0.23
O 2.0208 1.6587 1.4901  -0.09
H -0.8104 2.8588 1.6295  0.12
H -2.2234 3.1955 0.5053  0.08
H -2.6114 1.8444 1.6739  0.09
H -1.2459 1.8434 -0.7817  0.10
H -0.4079 0.5785 1.7479  0.15
H 0.1185 -0.7386 -1.2034  0.03
H -1.0300 -1.0404 -0.1013  0.03
H 1.7278 1.4713 2.3953  0.09
H 1.7365 1.1977 -0.4256  0.12
H 0.6841 2.6046 0.1390  0.11
H -1.1677 -1.9468 -3.1882  -0.05
H -1.1173 -0.4691 -3.5467  -0.02
O -1.3718 -1.3699 -3.8305  -0.05
H -1.6896 -2.0217 2.2024  -0.01
H -2.2343 -1.4574 0.9281  -0.03
O -2.5054 -1.9051 1.7245  -0.06
H 0.7702 -2.5852 3.5281  0.05
H 0.4700 -0.9829 3.8038  0.00
O 0.1293 -1.8607 3.7774  -0.10
H 0.1222 0.4785 -2.1347  -0.01
H 0.8178 0.5964 -3.5484  0.08
O -0.0233 0.6608 -3.0628  -0.05
H -3.9771 -0.6022 -0.6664  0.06
H -2.7554 -0.0764 -1.0986  -0.10
O -3.3340 -0.6563 -1.3908  0.00
H 3.5970 0.1434 0.3621  0.02
H 4.1532 -0.9511 1.2451  -0.01
O 4.4670 -0.1642 0.7937  -0.13
H 3.6331 -1.2655 -2.0156  -0.01
H 2.1194 -1.4777 -1.4837  -0.10
O 2.7363 -1.0355 -2.1322  -0.14

Forces on the atoms, in the same order (eV/Å):
0.8815 1.4379 -1.1314
-0.1518 -0.0240 0.1603
0.2155 1.6298 -0.3117
-1.1712 -2.1575 -0.2006
-0.7229 0.5302 0.1831
-0.9037 -0.8405 0.1887
0.9254 0.5812 0.4892
-2.6125 -1.3200 -0.3752
0.0703 -0.6710 0.9178
1.1320 0.9004 0.4942
0.5750 -0.4032 0.2788
0.9478 -0.5305 -1.6460
0.3780 1.1274 0.7892
0.9528 -0.4237 0.4561
-0.6226 -0.0607 -0.9027
-0.6731 0.4378 0.3826
0.7557 -0.5045 0.3126
1.1147 -3.0238 3.6849
0.0827 -0.7729 -0.0468
-1.5699 2.9828 -4.0794
0.7331 -0.1355 0.4532
0.0498 0.0970 -0.4528
-0.8820 -0.0419 0.2791
-0.6490 2.1022 0.0128
1.1365 0.3811 -0.4097
-0.6979 -2.4699 0.3076
0.5952 -0.0834 0.1996
-0.2999 -0.2202 0.6917
0.2027 1.3170 -0.8349
-0.1243 -0.4189 -0.3954
5.0554 4.6614 1.9355
-4.9810 -4.1627 -1.3576
1.8335 -0.6911 1.0265
-0.1570 -0.2049 0.0597
-1.6183 0.7746 -1.0765
1.1467 -0.6850 0.7840
1.3082 -0.0074 0.1642
-2.2554 0.8923 -1.0308

DFT (ωB97M-V/def2-TZVPD) results for a molecular structure, C28H22ILiN3O2.

2S+1: 1
Total charge: -1
Orbital gap in eV: 5.71
E_HOMO in Ha: -0.120

Last column: Löwdin charge in e.
Positions of all 57 atoms, in Å:
Li 1.1310 -1.1560 -0.1355  0.55
C -1.4015 -3.1847 0.5633  -0.03
C -1.4976 -1.9065 1.3494  -0.31
C -2.5190 -1.7179 2.2810  -0.04
C -2.5469 -0.5542 3.0228  -0.06
C -1.5631 0.3972 2.8232  -0.02
C -0.6072 0.1607 1.8522  -0.20
N -0.5770 -0.9727 1.1385  0.14
C 0.4290 1.1590 1.5045  -0.20
C 0.4112 2.4716 1.9622  -0.01
C 1.3939 3.3325 1.5086  -0.04
C 2.3467 2.8738 0.6144  0.00
C 2.2943 1.5415 0.2176  -0.21
N 1.3685 0.7173 0.6844  0.12
C 3.1997 0.9461 -0.8002  -0.22
C 4.3048 1.6231 -1.3093  -0.02
C 5.0398 1.0226 -2.3156  -0.06
C 4.6566 -0.2236 -2.7818  -0.03
C 3.5490 -0.8484 -2.2118  -0.31
C 3.0870 -2.1945 -2.6724  -0.02
N 2.8481 -0.2660 -1.2383  0.11
H -2.3918 -3.5930 0.3566  0.08
H -0.8386 -3.9299 1.1245  0.09
H -0.8610 -3.0408 -0.3699  0.07
H -3.2725 -2.4837 2.4096  0.11
H -3.3328 -0.3820 3.7476  0.11
H -1.5737 1.3239 3.3760  0.10
H -0.3843 2.8291 2.5979  0.10
H 1.3920 4.3701 1.8165  0.11
H 3.0811 3.5526 0.2064  0.10
H 4.5796 2.5979 -0.9356  0.10
H 5.9002 1.5259 -2.7392  0.10
H 5.1987 -0.7176 -3.5769  0.11
H 3.6405 -2.5232 -3.5516  0.08
H 2.0241 -2.1591 -2.9133  0.08
H 3.1899 -2.9345 -1.8797  0.07
I -0.1273 0.9329 -2.9439  0.87
C -1.7728 0.4745 -1.7113  -0.65
C -2.2880 -0.7867 -1.8303  -0.20
C -3.3700 -1.1757 -1.0114  -0.12
C -3.8811 -0.2946 -0.1034  -0.07
C -3.3448 1.0132 0.0350  -0.20
C -3.8695 1.9040 1.0004  -0.10
C -3.3173 3.1548 1.1308  -0.13
C -2.2446 3.5466 0.3043  -0.22
C -1.6563 2.7515 -0.6686  -0.11
C -2.2524 1.4491 -0.7814  -0.30
H -1.8634 -1.4872 -2.5375  0.08
H -3.7721 -2.1782 -1.1018  0.10
H -4.7090 -0.5793 0.5394  0.11
H -4.7026 1.5805 1.6159  0.09
H -3.7196 3.8509 1.8632  0.08
H -1.8543 4.5601 0.4855  0.06
O 1.2559 -4.6698 -0.9937  -0.08
C 1.7466 -4.0990 -0.0111  -0.64
O 1.7525 -2.8656 0.2627  -0.21
H 2.2916 -4.7384 0.7310  0.11

Forces on the atoms, in the same order (eV/Å):
0.2004 -0.1906 0.0957
-0.0040 0.1279 0.0083
0.0504 -0.1801 -0.0126
0.1071 0.0729 0.2513
-0.0243 -0.2647 0.0844
0.0485 0.1139 -0.0384
-0.3231 -0.1438 0.0983
-0.0287 -0.0590 -0.0475
0.0821 0.1306 0.1481
0.1243 0.0869 -0.0481
-0.0703 -0.0979 0.0590
0.0195 -0.0957 -0.0673
0.0192 0.2853 0.0712
-0.0339 -0.0386 -0.1403
0.1812 -0.0637 -0.2631
-0.0946 -0.0493 0.0683
-0.0188 -0.1071 -0.0509
0.0154 0.0939 0.0754
0.0637 -0.0259 0.0171
-0.0574 -0.0123 -0.0291
0.0173 0.0689 -0.0308
0.0130 0.0421 0.0250
0.0391 -0.0240 0.0741
-0.0383 -0.0058 0.0108
-0.0250 0.0037 -0.0159
-0.0046 0.0034 0.0019
-0.0137 0.0008 0.0226
0.0184 0.0110 -0.0259
-0.0099 -0.0040 -0.0107
0.0103 -0.0075 0.0012
0.0053 0.0167 0.0125
0.0002 0.0052 0.0043
0.0088 0.0138 -0.0010
0.0094 0.0069 0.0037
-0.0117 -0.0164 0.0007
-0.0071 0.0373 0.0032
-0.0556 0.0906 0.0415
0.0141 -0.0211 0.1252
-0.0054 0.0373 -0.0058
-0.1494 0.1669 -0.0739
-0.0637 0.0478 -0.1888
-0.0529 -0.0321 -0.0399
0.0376 0.1599 -0.0671
-0.2148 -0.2465 -0.0355
0.1929 0.2321 0.0600
0.1230 -0.0757 -0.0733
0.0279 0.0247 0.0010
-0.0177 -0.0010 -0.0041
-0.0195 0.0312 -0.0193
0.0029 -0.0281 -0.0138
-0.0091 0.0032 0.0312
-0.0196 -0.0142 0.0377
-0.0686 -0.2212 -0.1066
-0.0123 0.1658 0.1765
0.2173 -0.1581 -0.1531
-0.0841 0.0673 -0.0314
-0.1111 0.0363 -0.0161

DFT (ωB97M-V/def2-TZVPD) results for 2 unconnected molecules or ions with the total composition C19H40F3NO2P.

2S+1: 1
Total charge: +1
Orbital gap in eV: 10.24
E_HOMO in Ha: -0.452

Last column: Löwdin charge in e.
Positions of all 66 atoms, in Å:
N -4.9825 -2.0978 4.7031  0.11
C -4.6281 -0.8245 5.2282  -0.29
O -5.5743 0.2469 5.2024  0.04
C -6.5279 0.3204 4.2642  -0.34
O -7.1584 1.3155 4.0848  0.11
C -3.3504 -0.3405 4.5212  -0.55
F -3.3610 -0.6240 3.1863  0.11
F -2.2670 -0.9382 5.0462  0.15
F -3.1880 0.9886 4.6240  0.16
H -5.8089 -2.4790 5.1454  0.11
H -5.1029 -2.1022 3.6997  0.09
H -4.3563 -0.9525 6.2759  0.17
H -6.7870 -0.6205 3.7690  0.14
C -2.0100 1.8125 0.9929  -0.09
C -0.9900 0.7483 1.3858  -0.25
C 0.4502 1.2568 1.3348  -0.22
C 1.0331 1.4372 -0.0768  -0.26
P 1.7006 -0.0288 -0.8840  1.02
C 2.8391 -0.8116 0.2852  -0.27
C 3.8698 0.0531 1.0287  -0.22
C 5.0887 0.5434 0.2417  -0.26
C 5.8153 -0.5435 -0.5429  -0.10
C 2.6719 0.5198 -2.2981  -0.26
C 2.0442 1.3681 -3.4196  -0.21
C 1.2027 0.6468 -4.4750  -0.25
C 1.8109 -0.6481 -5.0019  -0.10
C 0.5594 -1.3911 -1.2220  -0.25
C -0.5645 -1.3623 -2.2707  -0.21
C -1.5864 -0.2168 -2.1960  -0.25
C -2.8947 -0.6331 -1.5255  -0.10
H -1.8325 2.2087 -0.0098  0.07
H -3.0202 1.4070 1.0105  0.07
H -1.9776 2.6491 1.6917  0.09
H -1.1109 -0.1346 0.7533  0.08
H -1.1994 0.4199 2.4027  0.09
H 1.0997 0.6036 1.9224  0.10
H 0.4865 2.2315 1.8244  0.12
H 1.8975 2.1093 -0.0225  0.11
H 0.3239 1.9424 -0.7349  0.09
H 3.3190 -1.6406 -0.2408  0.10
H 2.1907 -1.2813 1.0312  0.10
H 4.2278 -0.5568 1.8605  0.12
H 3.3717 0.9114 1.4862  0.10
H 5.7812 0.9757 0.9656  0.12
H 4.8210 1.3704 -0.4210  0.09
H 6.1654 -1.3372 0.1189  0.09
H 6.6844 -0.1306 -1.0524  0.08
H 5.1835 -1.0007 -1.3072  0.05
H 3.2061 -0.3466 -2.6942  0.10
H 3.4398 1.1431 -1.8329  0.08
H 2.8810 1.8539 -3.9246  0.12
H 1.4556 2.1769 -2.9792  0.11
H 1.0725 1.3371 -5.3099  0.12
H 0.1969 0.4657 -4.0942  0.07
H 2.7734 -0.4673 -5.4836  0.09
H 1.1533 -1.1043 -5.7408  0.08
H 1.9660 -1.3895 -4.2141  0.06
H 0.1531 -1.6702 -0.2448  0.10
H 1.2340 -2.2153 -1.4835  0.11
H -1.0973 -2.3088 -2.1618  0.12
H -0.1146 -1.4070 -3.2608  0.08
H -1.8134 0.1252 -3.2068  0.11
H -1.1676 0.6471 -1.6764  0.07
H -3.4049 -1.3838 -2.1294  0.08
H -3.5679 0.2156 -1.4133  0.08
H -2.7254 -1.0621 -0.5360  0.07

Forces on the atoms, in the same order (eV/Å):
-0.2148 0.2155 -0.0796
0.2850 -0.3497 -0.0514
0.2757 0.0531 0.1283
-0.8949 0.0785 0.0634
0.2175 0.0921 -0.0550
0.3339 0.2792 -0.2344
-0.1303 0.0435 0.4412
-0.2893 0.1548 -0.2259
0.0495 -0.5308 0.0358
0.1310 -0.0891 0.0987
0.0456 -0.0306 -0.0086
-0.1446 0.2077 0.0320
0.3067 -0.1472 -0.1669
0.0354 -0.0680 -0.0069
-0.0193 0.1190 -0.0370
-0.0224 -0.1562 -0.0112
-0.0702 0.3251 0.1012
0.0741 -0.0892 0.0468
0.0546 -0.0283 0.1730
0.0365 0.0848 -0.0242
0.0017 -0.0456 -0.0497
-0.0209 0.0472 0.0239
0.1029 0.2238 -0.2537
-0.0894 -0.0357 -0.0060
-0.0169 -0.0532 0.0509
-0.0139 0.0491 -0.0019
-0.3297 -0.3197 -0.0448
0.0943 0.1435 -0.1445
-0.0961 -0.1061 0.0866
0.0684 0.0460 -0.0001
-0.0067 0.0009 -0.0100
-0.0242 0.0016 0.0014
0.0068 0.0176 -0.0032
0.0184 -0.0239 -0.0089
0.0148 -0.0180 0.0226
0.0002 0.0054 -0.0137
0.0366 0.0236 0.0137
0.0394 -0.0523 -0.0541
-0.0240 -0.0931 -0.0548
0.0183 0.0387 -0.0496
-0.0444 -0.0081 -0.0453
-0.0046 -0.0306 0.0032
-0.0090 -0.0287 0.0277
-0.0048 0.0326 0.0088
-0.0129 -0.0119 0.0002
-0.0183 -0.0217 -0.0007
0.0257 -0.0099 0.0070
0.0025 0.0044 -0.0109
-0.0802 -0.0593 -0.0114
0.0026 -0.0893 0.0767
0.0476 -0.0129 0.0224
0.0269 0.0299 -0.0061
-0.0205 0.0299 0.0086
0.0246 -0.0315 0.0336
0.0217 -0.0079 0.0225
0.0141 0.0019 -0.0354
0.0020 -0.0015 -0.0073
0.0249 0.1352 0.0585
0.0577 0.0331 0.0398
0.0177 -0.0415 0.0152
0.0469 0.0511 0.0172
0.0083 0.0117 -0.0032
0.0401 0.0278 0.0139
0.0016 -0.0328 0.0099
-0.0151 0.0114 0.0078
0.0053 0.0051 0.0238

What are the strongest force on any atom values for these records? In order: 0.90; 7.14; 0.37; 0.90 eV/Å.
What are the E values for these records? In order: -59791.5891; -33242.2813; -46267.6608; -43373.7179 eV.